(1)
{"formula": "C15H58N8O14", "method": "wB97M-V/def2-TZVPD", "elements": ["C", "C", "O", "H", "H", "H", "H", "H", "H", "C", "O", "N", "N", "H", "H", "H", "H", "C", "O", "N", "N", "H", "H", "H", "H", "C", "O", "N", "N", "H", "H", "H", "H", "C", "O", "N", "N", "H", "H", "H", "H", "C", "O", "H", "H", "H", "H", "C", "O", "H", "H", "H", "H", "C", "O", "H", "H", "H", "H", "C", "O", "H", "H", "H", "H", "C", "O", "H", "H", "H", "H", "C", "O", "H", "H", "H", "H", "C", "O", "H", "H", "H", "H", "C", "O", "H", "H", "H", "H", "C", "O", "H", "H", "H", "H"], "positions_angstrom": [[-3.13, 3.69, 1.78], [-2.45, 3.80, 0.43], [-1.24, 3.21, 0.53], [-3.18, 2.66, 2.09], [-4.17, 3.96, 1.77], [-2.76, 4.26, 2.56], [-2.20, 4.74, 0.13], [-3.06, 3.28, -0.35], [-0.77, 3.59, -0.30], [-0.50, 2.28, 3.93], [-0.66, 1.68, 5.19], [-0.54, 3.63, 3.80], [-0.27, 1.70, 2.80], [-0.81, 4.13, 4.64], [-0.33, 4.09, 2.95], [0.06, 0.68, 2.80], [-0.71, 2.10, 1.98], [2.09, 3.04, 0.50], [2.00, 1.87, -0.25], [2.70, 4.06, 0.05], [1.63, 3.19, 1.71], [3.04, 3.99, -0.93], [2.86, 5.00, 0.36], [0.98, 2.43, 2.13], [1.73, 4.04, 2.23], [0.49, -1.50, 4.22], [1.18, -1.33, 5.45], [-0.43, -2.44, 4.08], [0.63, -0.83, 3.14], [-0.54, -3.14, 4.84], [-0.70, -2.90, 3.17], [1.49, -0.31, 3.10], [0.32, -1.18, 2.13], [4.98, -0.03, -0.69], [6.03, -0.99, -0.64], [5.11, 1.24, -1.02], [3.71, -0.31, -0.31], [6.03, 1.69, -1.10], [4.28, 1.77, -1.32], [3.56, -1.18, 0.14], [3.06, 0.51, -0.19], [1.87, -3.28, 0.05], [2.56, -2.39, 0.89], [2.49, -4.11, -0.11], [1.84, -2.77, -0.95], [0.92, -3.45, 0.53], [2.56, -2.83, 1.74], [2.20, 0.65, -3.22], [3.14, -0.37, -3.04], [2.62, 1.61, -2.91], [1.24, 0.44, -2.72], [1.90, 0.76, -4.23], [3.34, -0.50, -2.09], [-1.16, -5.25, 2.02], [-1.67, -3.93, 1.90], [-1.63, -5.68, 2.87], [-0.08, -5.26, 2.09], [-1.46, -5.79, 1.17], [-1.81, -3.74, 0.93], [-2.44, 0.47, -2.16], [-2.83, -0.94, -2.07], [-1.67, 0.52, -2.99], [-1.85, 0.95, -1.36], [-3.34, 1.03, -2.48], [-3.26, -1.16, -1.25], [-0.96, -3.40, -2.04], [-1.58, -3.63, -0.80], [-0.46, -2.43, -2.12], [-1.78, -3.53, -2.78], [-0.20, -4.09, -2.13], [-2.10, -4.40, -0.99], [0.12, 2.98, -3.03], [-0.33, 3.93, -2.16], [0.04, 2.00, -2.49], [1.17, 3.24, -3.17], [-0.47, 2.95, -4.03], [-0.26, 4.80, -2.61], [-4.49, -1.99, 0.50], [-3.50, -1.02, 0.49], [-5.52, -1.63, 0.45], [-4.38, -2.58, 1.44], [-4.31, -2.71, -0.36], [-3.60, -0.53, 1.30], [0.23, -0.25, 0.17], [-0.59, -1.31, 0.72], [-0.28, 0.67, 0.43], [0.23, -0.28, -0.91], [1.22, -0.22, 0.51], [-1.46, -1.11, 0.40], [0.37, -1.86, -4.40], [-0.65, -0.96, -4.65], [0.89, -1.60, -3.50], [1.23, -1.88, -5.04], [-0.11, -2.88, -4.36], [-1.43, -1.46, -4.98]], "mulliken_charge": [-1.40, -0.15, -0.42, 0.24, 0.45, 0.39, 0.50, 0.17, -0.01, 0.28, -0.72, -0.23, 0.35, 0.28, 0.15, 0.16, -0.13, 0.29, -0.42, -0.36, -0.32, 0.28, 0.19, 0.24, 0.21, 0.18, -0.74, -0.21, -0.06, 0.30, 0.24, 0.25, -0.46, 0.65, -0.74, -0.20, -0.02, 0.24, 0.09, -0.02, 0.28, -0.41, -0.76, 0.64, -0.07, 0.13, 0.28, -0.49, -0.64, 0.17, 0.02, 0.59, 0.34, -0.86, -0.62, 0.30, 0.23, 0.43, 0.44, 0.23, -0.48, 0.00, -0.48, 0.48, 0.29, -1.01, -0.26, -0.11, 0.41, 0.66, 0.23, -0.15, -0.44, -0.29, 0.34, 0.26, 0.25, -0.68, -0.44, 0.28, 0.29, 0.19, 0.19, -0.50, 0.70, 0.23, 0.35, 0.36, -0.52, -0.27, -0.47, -0.11, 0.28, 0.34, 0.33], "spin_multiplicity": 1, "homo_energy_ev": -8.277, "gap_ha": 0.29271}

=====

(2)
{"formula": "C28H18AgN7O5S", "method": "wB97M-V/def2-TZVPD", "elements": ["Ag", "N", "C", "S", "N", "N", "C", "C", "C", "C", "C", "C", "C", "O", "H", "H", "H", "H", "H", "H", "H", "O", "N", "O", "C", "C", "C", "C", "C", "C", "N", "C", "C", "N", "C", "C", "C", "C", "H", "H", "H", "H", "H", "H", "H", "O", "C", "N", "C", "O", "C", "C", "C", "C", "C", "C", "H", "H", "H", "H"], "positions_angstrom": [[0.66, 1.17, -0.49], [4.15, 3.94, -1.79], [3.34, 2.89, -1.34], [2.05, 2.40, -2.39], [3.72, 2.42, -0.18], [2.89, 1.46, 0.35], [3.45, 0.67, 1.18], [2.83, -0.51, 1.81], [3.70, -1.47, 2.31], [3.29, -2.70, 2.82], [1.91, -2.97, 2.84], [1.00, -2.03, 2.39], [1.39, -0.73, 1.89], [0.52, 0.12, 1.54], [4.14, 4.03, -2.79], [5.06, 3.95, -1.35], [4.52, 0.81, 1.37], [4.77, -1.25, 2.26], [4.00, -3.42, 3.19], [1.55, -3.93, 3.21], [-0.06, -2.23, 2.42], [-0.86, -6.74, 0.00], [0.07, -5.99, -0.24], [1.21, -6.37, -0.37], [-0.21, -4.55, -0.40], [-1.50, -4.20, -0.31], [-1.91, -2.84, -0.45], [-3.25, -2.46, -0.29], [-3.57, -1.13, -0.38], [-2.54, -0.21, -0.65], [-1.29, -0.55, -0.83], [-0.97, -1.85, -0.74], [0.43, -2.25, -0.90], [1.29, -1.27, -1.23], [2.57, -1.53, -1.26], [3.08, -2.79, -0.94], [2.22, -3.82, -0.66], [0.83, -3.58, -0.66], [-2.24, -4.96, -0.13], [-4.00, -3.21, -0.07], [-4.59, -0.78, -0.25], [-2.75, 0.85, -0.70], [3.21, -0.69, -1.52], [4.15, -2.95, -0.90], [2.60, -4.79, -0.42], [-1.87, 2.54, -2.48], [-1.92, 3.08, -1.39], [-1.05, 2.96, -0.34], [-1.53, 3.70, 0.71], [-1.04, 3.86, 1.82], [-2.85, 4.35, 0.31], [-3.75, 5.14, 1.01], [-4.90, 5.57, 0.34], [-5.12, 5.20, -0.99], [-4.20, 4.40, -1.68], [-3.07, 4.00, -1.00], [-3.55, 5.41, 2.04], [-5.63, 6.18, 0.85], [-6.02, 5.54, -1.49], [-4.36, 4.11, -2.71]], "mulliken_charge": [0.23, -0.52, 0.37, -0.47, -1.18, 1.14, -1.19, 1.01, -0.56, -0.59, -0.55, -0.30, 0.01, -0.81, 0.23, 0.25, 0.25, 0.25, 0.37, 0.36, 0.50, -0.69, 1.06, -0.65, -0.73, -0.51, 1.45, -0.82, -0.96, 0.13, 0.30, -0.12, -0.42, -0.20, -0.32, -0.75, -0.67, 1.32, 0.53, 0.41, 0.41, -0.06, 0.42, 0.38, 0.44, -0.63, -0.19, 0.20, -0.10, -0.74, 0.16, -0.38, -0.38, -0.37, -0.45, 0.50, 0.46, 0.36, 0.36, 0.46], "total_charge": -2, "spin_multiplicity": 1, "homo_energy_ev": -1.039, "gap_ha": 0.15855}

=====

(3)
{"formula": "C20H15MnN2S5", "method": "wB97M-V/def2-TZVPD", "elements": ["Mn", "S", "C", "C", "C", "C", "C", "C", "S", "C", "C", "C", "C", "C", "C", "C", "S", "C", "C", "C", "C", "C", "C", "S", "N", "H", "H", "H", "H", "H", "H", "H", "H", "H", "H", "H", "H", "H", "H", "H", "S", "C", "N"], "positions_angstrom": [[-0.46, -0.01, -0.33], [0.54, 3.81, 0.43], [2.17, 3.51, 0.02], [3.10, 4.57, 0.12], [4.45, 4.35, -0.06], [4.91, 3.07, -0.33], [4.02, 2.02, -0.48], [2.66, 2.23, -0.32], [1.56, 0.87, -0.70], [2.62, -0.53, -0.20], [1.85, -1.82, -0.22], [2.52, -3.03, -0.27], [1.78, -4.20, -0.24], [0.40, -4.13, -0.13], [-0.20, -2.88, -0.08], [-1.69, -2.73, 0.03], [-2.11, -1.41, -1.18], [-3.56, -0.55, -0.63], [-4.77, -1.18, -0.39], [-5.87, -0.40, -0.08], [-5.75, 0.98, -0.03], [-4.55, 1.60, -0.30], [-3.42, 0.83, -0.60], [-1.87, 1.60, -0.94], [0.52, -1.75, -0.16], [2.73, 5.55, 0.36], [5.14, 5.18, 0.03], [5.97, 2.89, -0.45], [4.40, 1.04, -0.72], [2.97, -0.32, 0.81], [3.48, -0.59, -0.87], [3.60, -3.06, -0.33], [2.27, -5.16, -0.30], [-0.21, -5.02, -0.10], [-2.00, -2.38, 1.02], [-2.20, -3.65, -0.23], [-4.85, -2.26, -0.46], [-6.82, -0.88, 0.12], [-6.62, 1.58, 0.22], [-4.45, 2.68, -0.28], [-0.74, -0.32, 4.19], [-0.75, -0.12, 2.63], [-0.76, 0.02, 1.45]], "mulliken_spin": [2.08, 0.79, -0.04, 0.12, -0.05, 0.13, -0.05, 0.10, 0.00, -0.01, 0.02, 0.00, 0.01, 0.00, 0.02, -0.01, -0.05, 0.00, 0.01, -0.01, 0.00, -0.01, 0.00, -0.10, -0.06, 0.00, 0.00, 0.01, 0.01, 0.00, 0.00, 0.00, 0.00, 0.00, 0.00, 0.00, 0.00, 0.00, 0.00, 0.00, 0.14, 0.06, -0.09], "total_charge": 1, "spin_multiplicity": 4, "homo_energy_ev": [-10.852, -10.838], "gap_ha": [0.23186, 0.21833], "s_squared": 3.853}

=====

M across the listed records, respectively: 574.7; 672.4; 498.6 g mol⁻¹.